1.
Computed, not measured: a structure of composition C15H31AsCoO2SSi2, with ωB97M-V with the def2-TZVPD basis set.

Positions of all 53 atoms, in Å:
Co (0.012, -0.226, -0.113)
C (1.176, -3.025, 1.679)
Si (1.705, -1.557, 0.572)
C (2.690, -2.497, -0.776)
C (3.038, -0.666, 1.586)
C (4.198, -1.245, 2.109)
C (5.085, -0.495, 2.867)
C (4.824, 0.849, 3.113)
C (3.678, 1.436, 2.599)
C (2.778, 0.691, 1.833)
Si (1.193, 1.317, 1.018)
C (1.744, 2.733, -0.134)
C (0.219, 2.243, 2.373)
H (2.036, -3.674, 1.869)
H (0.403, -3.629, 1.196)
H (0.797, -2.705, 2.651)
H (3.560, -2.971, -0.312)
H (3.062, -1.858, -1.581)
H (2.096, -3.301, -1.221)
H (4.414, -2.294, 1.929)
H (5.982, -0.952, 3.269)
H (5.519, 1.433, 3.705)
H (3.484, 2.487, 2.797)
H (2.125, 3.577, 0.447)
H (0.900, 3.086, -0.734)
H (2.542, 2.421, -0.812)
H (0.727, 3.178, 2.625)
H (0.134, 1.663, 3.293)
H (-0.788, 2.495, 2.028)
C (-1.361, -0.901, 3.265)
S (-2.048, -1.768, 1.861)
C (-3.773, -1.554, 2.295)
O (-1.852, -0.865, 0.672)
H (-1.536, -1.497, 4.161)
H (-1.820, 0.083, 3.337)
H (-0.294, -0.801, 3.079)
H (-3.974, -2.069, 3.233)
H (-4.367, -1.990, 1.495)
H (-3.974, -0.487, 2.378)
C (2.134, 0.654, -2.989)
As (0.344, 0.003, -3.204)
C (0.426, -1.882, -3.547)
C (-0.361, 0.830, -4.788)
O (-0.661, 0.331, -1.926)
H (2.760, 0.267, -3.793)
H (2.504, 0.315, -2.023)
H (2.118, 1.741, -3.012)
H (1.194, -2.107, -4.285)
H (-0.547, -2.212, -3.905)
H (0.662, -2.373, -2.606)
H (0.269, 0.603, -5.647)
H (-0.399, 1.906, -4.631)
H (-1.368, 0.454, -4.956)

Results
- Multiplicity: 2
- E_tot: -5336.29859 hartree
- E_HOMO (alpha / beta): -7.349 / -6.589 eV
- Kohn-Sham gap (alpha / beta): 7.7769 / 7.0234 eV
- LUMO energy (alpha / beta): 0.43 / 0.43 eV

***

2.
Computed, not measured: a structure of composition C15H31AsCuN2O7PTe, with ωB97M-V with the def2-TZVPD basis set.

Positions of all 59 atoms, in Å:
Cu (-0.194, -1.159, -0.621)
N (1.623, -1.990, 0.186)
N (1.781, -1.518, 1.488)
C (0.705, -0.799, 2.037)
O (0.737, -0.527, 3.231)
O (-0.196, -0.457, 1.189)
H (1.395, -2.977, 0.124)
H (2.423, -1.767, -0.392)
H (2.346, -2.038, 2.139)
C (-0.964, 2.683, 3.142)
As (-0.740, 2.517, 1.201)
C (-1.101, 4.411, 0.790)
C (1.254, 2.528, 1.156)
C (1.900, 3.842, 1.434)
C (2.162, 4.255, 2.741)
C (2.698, 5.508, 3.002)
C (2.992, 6.376, 1.959)
C (2.753, 5.971, 0.652)
C (2.216, 4.719, 0.395)
H (-0.453, 3.562, 3.539)
H (-0.582, 1.775, 3.609)
H (-2.032, 2.766, 3.349)
H (-0.627, 5.098, 1.494)
H (-2.184, 4.545, 0.822)
H (-0.761, 4.646, -0.219)
H (1.516, 2.156, 0.165)
H (1.546, 1.780, 1.895)
H (1.950, 3.577, 3.559)
H (2.889, 5.806, 4.025)
H (3.406, 7.356, 2.161)
H (2.987, 6.633, -0.172)
H (2.032, 4.408, -0.627)
C (0.402, -6.551, -4.176)
C (-0.400, -6.073, -2.988)
O (0.118, -4.813, -2.572)
P (-0.742, -3.532, -2.123)
O (0.337, -2.446, -2.085)
Te (-2.729, -3.400, -3.379)
O (-0.983, -3.770, -0.532)
C (-2.262, -4.054, 0.075)
C (-2.894, -2.778, 0.578)
H (0.054, -7.536, -4.494)
H (1.462, -6.620, -3.932)
H (0.282, -5.855, -5.006)
H (-0.316, -6.766, -2.145)
H (-1.456, -5.970, -3.249)
H (-2.045, -4.754, 0.884)
H (-2.903, -4.547, -0.657)
H (-2.253, -2.275, 1.304)
H (-3.853, -3.002, 1.050)
H (-3.068, -2.098, -0.258)
O (0.750, 0.464, -2.901)
H (1.167, -0.405, -2.928)
H (-0.175, 0.227, -2.684)
C (-2.410, 0.604, -1.434)
O (-1.572, -0.494, -1.579)
H (-1.880, 1.565, -1.495)
H (-2.956, 0.608, -0.480)
H (-3.152, 0.581, -2.245)

Results
- Net charge: -1
- Multiplicity: 2
- E_tot: -5712.15236 hartree
- E_HOMO (alpha / beta): -4.596 / -4.596 eV
- Kohn-Sham gap (alpha / beta): 7.1616 / 7.1624 eV
- LUMO energy (alpha / beta): 2.57 / 2.57 eV

***

3.
Computed, not measured: a structure of composition C15H31BF4P2Tc, with ωB97M-V with the def2-TZVPD basis set.

Positions of all 54 atoms, in Å:
P (0.639, -2.141, -4.613)
P (0.888, 1.193, -5.053)
C (-0.044, -1.193, -6.085)
C (0.934, -0.079, -6.448)
H (-1.006, -0.811, -5.738)
H (-0.285, -1.834, -6.938)
H (1.984, -0.405, -6.435)
H (0.649, 0.420, -7.386)
C (-0.251, 2.416, -6.057)
H (-0.672, 3.165, -5.358)
H (-1.073, 1.833, -6.521)
H (0.372, 2.904, -6.837)
C (2.390, 2.312, -5.138)
H (2.472, 2.843, -6.107)
H (3.261, 1.664, -4.928)
H (2.264, 3.035, -4.304)
C (-0.776, -3.192, -4.246)
H (-0.589, -3.699, -3.297)
H (-1.037, -3.937, -5.004)
H (-1.642, -2.544, -4.068)
C (2.061, -3.163, -5.174)
H (2.259, -2.744, -6.183)
H (1.833, -4.252, -5.227)
H (3.016, -3.008, -4.438)
Tc (2.166, -1.754, -3.213)
C (-0.564, 3.285, -2.938)
C (-1.943, 3.105, -2.936)
C (-2.995, 2.547, -3.881)
C (-3.831, 1.376, -3.194)
C (-2.766, 0.426, -2.796)
C (-1.620, 1.086, -2.674)
C (-0.288, 0.923, -2.143)
C (0.297, 2.397, -2.089)
C (1.636, -3.674, -1.737)
H (-0.057, 4.087, -3.480)
H (-2.518, 3.727, -2.208)
H (-2.572, 2.192, -4.819)
H (-3.720, 3.308, -4.149)
H (-4.252, 1.783, -2.275)
H (-4.639, 0.939, -3.778)
H (-2.944, -0.619, -2.517)
H (1.377, -2.538, -1.770)
H (0.411, 0.139, -2.586)
H (-0.527, 0.419, -1.190)
H (0.114, 2.696, -1.042)
H (1.377, 2.510, -2.274)
H (2.528, -3.942, -1.110)
H (1.422, -4.385, -2.553)
H (0.824, -3.942, -0.998)
F (-0.040, -1.636, -0.136)
B (0.776, -0.936, 0.679)
F (0.820, 0.406, 0.596)
F (1.433, -1.594, 1.643)
F (2.427, -0.900, -1.507)

Results
- Net charge: +2
- Energy above the lowest of the compared OMol25 structures with the same formula, charge and spin: 73.80 kcal/mol
- Multiplicity: 4
- E_tot: -1777.22093 hartree
- E_HOMO (alpha / beta): -14.337 / -14.731 eV
- Kohn-Sham gap (alpha / beta): 5.7800 / 6.1716 eV
- LUMO energy (alpha / beta): -8.56 / -8.56 eV

***

4.
Computed, not measured: a structure of composition C15H31BeNO3P2, with ωB97M-V with the def2-TZVPD basis set.

Positions of all 53 atoms, in Å:
P (-0.109, 2.688, 0.816)
P (2.395, 0.175, 0.081)
C (1.665, 2.835, 1.160)
C (2.668, 1.976, 0.294)
H (1.837, 2.592, 2.227)
H (1.911, 3.900, 1.004)
H (2.710, 2.389, -0.728)
H (3.692, 2.122, 0.691)
C (2.846, -0.697, 1.600)
H (2.705, -1.772, 1.413)
H (2.183, -0.382, 2.422)
H (3.894, -0.474, 1.842)
C (3.212, -0.458, -1.385)
H (4.297, -0.294, -1.362)
H (2.772, 0.040, -2.260)
H (2.989, -1.532, -1.432)
C (-1.152, 3.098, 2.207)
H (-2.203, 2.925, 1.923)
H (-0.979, 4.157, 2.451)
H (-0.919, 2.443, 3.064)
C (-0.530, 3.474, -0.750)
H (0.063, 3.037, -1.571)
H (-0.321, 4.546, -0.632)
H (-1.595, 3.296, -0.970)
Be (-0.293, 0.726, 0.223)
C (5.375, 4.158, 0.766)
C (5.311, 3.543, 1.962)
C (5.356, 4.257, 3.282)
C (4.548, 5.592, 3.323)
C (3.217, 5.548, 2.623)
C (3.009, 5.873, 1.340)
C (4.074, 6.349, 0.392)
C (5.456, 5.643, 0.562)
C (-1.974, 0.376, 0.029)
H (5.511, 3.576, -0.152)
H (5.427, 2.460, 2.030)
H (6.404, 4.496, 3.563)
H (4.965, 3.594, 4.076)
H (4.342, 5.798, 4.387)
H (5.178, 6.426, 2.974)
H (2.376, 5.330, 3.293)
H (1.988, 5.992, 0.963)
H (4.240, 7.441, 0.507)
H (3.739, 6.191, -0.651)
H (6.005, 5.802, -0.382)
H (6.051, 6.150, 1.339)
H (-2.120, 0.043, -1.011)
H (-2.663, 1.224, 0.188)
H (-2.354, -0.449, 0.653)
O (-0.770, -2.720, 0.432)
N (-0.931, -2.247, -0.704)
O (-0.403, -2.668, -1.755)
O (0.881, -0.134, -0.162)

Results
- Energy above the lowest of the compared OMol25 structures with the same formula, charge and spin: 10.93 kcal/mol
- Multiplicity: 1
- E_tot: -1567.94076 hartree
- E_HOMO: -4.588 eV
- Kohn-Sham gap: 4.3776 eV
- LUMO energy: -0.21 eV

***

5.
Computed, not measured: a cluster of 6 separate species, C15H31Br3F4N13O5 in total, with ωB97M-V with the def2-TZVPD basis set.

Positions of all 71 atoms, in Å:
C (-2.305, 1.931, 4.385)
C (-2.108, 0.998, 3.463)
N (-2.341, -0.182, 2.572)
C (-2.401, 0.107, 1.112)
N (-2.316, 1.267, 0.454)
C (-2.422, 1.289, -1.058)
C (-1.194, 2.105, -1.720)
C (0.148, 1.239, -1.941)
F (-0.120, -0.205, -1.901)
Br (0.895, 1.658, -3.768)
C (1.324, 1.504, -0.867)
F (1.073, 0.760, 0.371)
F (2.538, 0.896, -1.422)
Br (1.764, 3.408, -0.546)
N (-2.585, -1.283, 0.551)
C (-1.919, -2.248, 1.495)
C (-3.014, -3.116, 2.327)
F (-0.986, -2.946, 0.637)
C (-1.278, -1.237, 2.626)
Br (-0.814, -2.029, 4.386)
H (-2.609, 2.875, 4.992)
H (-2.208, 2.144, 1.019)
H (-3.399, 1.884, -1.291)
H (-2.568, 0.250, -1.526)
H (-1.058, 3.074, -1.116)
H (-1.555, 2.428, -2.782)
H (-3.607, -1.381, 0.413)
H (-3.789, -3.527, 1.581)
H (-3.510, -2.466, 3.152)
H (-2.518, -4.017, 2.839)
H (-0.305, -0.862, 2.097)
C (-1.564, 1.696, -6.711)
O (-1.850, 1.601, -5.524)
N (-1.576, 0.637, -7.553)
N (-1.211, 2.868, -7.285)
H (-1.345, 0.695, -8.529)
H (-1.835, -0.256, -7.164)
H (-1.190, 3.682, -6.690)
H (-0.973, 2.967, -8.255)
C (2.964, -1.010, 5.202)
O (2.272, -0.011, 5.340)
N (2.498, -2.149, 4.638)
N (4.255, -1.065, 5.601)
H (3.051, -2.980, 4.516)
H (1.538, -2.147, 4.327)
H (4.641, -0.236, 6.026)
H (4.839, -1.877, 5.496)
C (4.040, -5.841, 5.871)
O (4.664, -5.349, 4.942)
N (3.263, -5.103, 6.698)
N (4.072, -7.163, 6.155)
H (2.742, -5.485, 7.467)
H (3.215, -4.112, 6.517)
H (4.641, -7.746, 5.560)
H (3.567, -7.585, 6.913)
C (5.802, 5.329, -1.200)
O (6.041, 6.508, -0.997)
N (4.543, 4.828, -1.205)
N (6.774, 4.417, -1.437)
H (4.326, 3.862, -1.370)
H (3.791, 5.477, -1.033)
H (7.725, 4.751, -1.441)
H (6.598, 3.443, -1.605)
C (-5.541, 0.890, -5.369)
O (-5.300, 2.071, -5.171)
N (-6.799, 0.389, -5.357)
N (-4.572, -0.022, -5.618)
H (-7.018, -0.577, -5.518)
H (-7.550, 1.038, -5.175)
H (-3.618, 0.312, -5.636)
H (-4.751, -0.997, -5.783)

Results
- Net charge: +1
- Multiplicity: 1
- E_tot: -9799.42446 hartree
- E_HOMO: -11.278 eV
- Kohn-Sham gap: 7.2872 eV
- LUMO energy: -3.99 eV

***

6.
Computed, not measured: a structure of composition C15H31CdIP2, with ωB97M-V with the def2-TZVPD basis set.

Positions of all 50 atoms, in Å:
P (-0.347, -0.367, -1.240)
P (-3.078, -1.505, -0.090)
C (-0.903, -2.104, -1.770)
C (-2.410, -2.106, -1.830)
H (-0.537, -2.842, -1.028)
H (-0.463, -2.318, -2.758)
H (-2.807, -1.355, -2.547)
H (-2.873, -3.074, -2.023)
C (-1.831, -1.801, 1.252)
H (-2.428, -1.650, 2.160)
H (-0.979, -1.110, 1.335)
H (-1.455, -2.833, 1.232)
C (-4.122, -2.987, 0.083)
H (-3.494, -3.890, 0.094)
H (-4.819, -3.062, -0.752)
H (-4.674, -2.936, 1.023)
C (1.350, -1.139, -0.927)
H (2.131, -0.370, -0.944)
H (1.567, -1.864, -1.734)
H (1.412, -1.682, 0.027)
C (0.144, 0.252, -2.900)
H (-0.593, 0.986, -3.239)
H (0.205, -0.586, -3.606)
H (1.129, 0.729, -2.809)
Cd (-2.545, 0.608, -0.713)
C (1.455, 0.642, 2.321)
C (2.447, -0.216, 2.053)
C (3.821, 0.043, 1.491)
C (4.033, 1.494, 1.017)
C (3.332, 1.870, -0.243)
C (2.110, 2.414, -0.386)
C (1.005, 2.576, 0.622)
C (1.300, 2.125, 2.068)
C (-2.841, 2.416, 0.532)
H (0.587, 0.207, 2.854)
H (2.262, -1.289, 2.214)
H (3.967, -0.664, 0.661)
H (4.623, -0.198, 2.204)
H (3.789, 2.156, 1.848)
H (5.099, 1.621, 0.799)
H (3.925, 1.739, -1.154)
H (1.732, 2.636, -1.384)
H (0.073, 2.088, 0.265)
H (0.746, 3.645, 0.703)
H (2.139, 2.723, 2.451)
H (0.416, 2.422, 2.664)
H (-3.823, 2.880, 0.350)
H (-2.042, 3.126, 0.285)
H (-2.766, 2.080, 1.566)
I (-4.967, 0.469, -2.102)

Results
- Energy above the lowest of the compared OMol25 structures with the same formula, charge and spin: 42.18 kcal/mol
- Multiplicity: 1
- E_tot: -1738.15931 hartree
- E_HOMO: -7.442 eV
- Kohn-Sham gap: 7.4068 eV
- LUMO energy: -0.03 eV

***

7.
Computed, not measured: a cluster of 7 separate species, C15H31Cl14FNO3P in total, with ωB97M-V with the def2-TZVPD basis set.

Positions of all 66 atoms, in Å:
O (0.559, -4.480, 2.033)
P (-0.216, -3.296, 1.344)
N (-0.391, -3.727, -0.408)
F (-1.770, -3.800, -0.577)
C (0.036, -2.468, -1.119)
O (-0.773, -1.715, -1.686)
O (1.435, -2.138, -1.077)
H (-1.523, -3.086, 1.924)
H (0.549, -2.079, 1.391)
H (1.443, -1.241, -0.628)
Cl (0.528, 1.808, -1.670)
C (-1.138, 1.398, -2.157)
C (-1.746, 2.452, -3.058)
Cl (-2.059, 3.979, -2.192)
H (-1.729, 1.254, -1.251)
H (-1.086, 0.445, -2.683)
H (-2.707, 2.103, -3.439)
H (-1.102, 2.673, -3.910)
Cl (1.028, 2.572, -5.595)
C (1.403, 3.765, -6.863)
C (0.446, 4.939, -6.842)
Cl (-1.198, 4.475, -7.348)
H (1.389, 3.252, -7.826)
H (2.421, 4.114, -6.678)
H (0.787, 5.707, -7.539)
H (0.381, 5.386, -5.849)
Cl (3.769, 0.938, -0.552)
C (4.295, 2.509, -1.205)
C (5.131, 3.289, -0.211)
Cl (4.171, 3.852, 1.179)
H (3.406, 3.065, -1.506)
H (4.883, 2.298, -2.100)
H (5.544, 4.177, -0.692)
H (5.961, 2.692, 0.170)
Cl (-0.284, -2.298, 6.691)
C (-1.337, -3.639, 6.173)
C (-0.590, -4.658, 5.327)
Cl (-0.119, -4.017, 3.710)
H (-2.185, -3.215, 5.633)
H (-1.716, -4.112, 7.083)
H (-1.230, -5.525, 5.145)
H (0.319, -5.004, 5.826)
Cl (0.814, 0.070, 1.013)
C (-0.544, 1.098, 1.538)
C (-0.439, 1.473, 3.001)
Cl (-0.693, 0.073, 4.072)
H (-1.473, 0.567, 1.324)
H (-0.516, 1.997, 0.920)
H (-1.208, 2.207, 3.249)
H (0.534, 1.907, 3.235)
Cl (-5.220, 1.668, -3.818)
C (-6.571, 2.699, -3.284)
C (-6.459, 3.075, -1.821)
Cl (-6.711, 1.676, -0.747)
H (-7.503, 2.172, -3.494)
H (-6.544, 3.600, -3.901)
H (-7.225, 3.810, -1.568)
H (-5.483, 3.506, -1.591)
Cl (5.867, -5.639, 4.662)
C (4.279, -5.871, 3.887)
C (3.171, -5.146, 4.622)
Cl (2.831, -5.873, 6.215)
H (4.086, -6.943, 3.826)
H (4.364, -5.482, 2.870)
H (2.246, -5.201, 4.044)
H (3.414, -4.094, 4.777)

Results
- Multiplicity: 1
- E_tot: -7754.34147 hartree
- E_HOMO: -7.882 eV
- Kohn-Sham gap: 8.1152 eV
- LUMO energy: 0.23 eV

***

8.
Computed, not measured: a cluster of 3 separate species, C15H31ClN3 in total, with ωB97M-V with the def2-TZVPD basis set.

Positions of all 50 atoms, in Å:
C (16.042, -9.489, -7.707)
C (15.309, -10.244, -8.821)
C (14.127, -11.061, -8.293)
C (14.633, -12.311, -7.546)
N (13.638, -13.422, -7.514)
C (13.930, -14.445, -6.416)
C (12.621, -15.213, -6.263)
C (11.531, -14.217, -6.629)
C (12.233, -12.970, -7.191)
C (13.625, -14.162, -8.817)
H (16.684, -10.164, -7.129)
H (15.316, -9.068, -7.012)
H (16.762, -8.776, -8.104)
H (16.043, -10.796, -9.411)
H (14.915, -9.476, -9.492)
H (13.474, -11.297, -9.137)
H (13.529, -10.423, -7.642)
H (14.753, -12.000, -6.509)
H (15.583, -12.667, -7.933)
H (14.801, -15.019, -6.724)
H (14.204, -13.878, -5.527)
H (12.663, -16.122, -6.862)
H (12.495, -15.564, -5.243)
H (10.875, -14.651, -7.388)
H (10.861, -14.049, -5.789)
H (11.792, -12.593, -8.110)
H (12.292, -12.168, -6.458)
H (12.844, -14.917, -8.884)
H (14.566, -14.704, -8.857)
H (13.436, -13.452, -9.618)
C (14.911, -19.388, -1.335)
C (13.547, -19.904, -1.765)
N (13.149, -21.148, -1.108)
C (13.279, -21.436, 0.254)
C (12.753, -22.675, 0.429)
N (12.182, -23.052, -0.739)
C (12.454, -22.132, -1.666)
C (11.449, -24.296, -1.021)
H (15.691, -20.118, -1.543)
H (14.881, -19.068, -0.295)
H (15.106, -18.497, -1.931)
H (13.581, -20.113, -2.837)
H (12.701, -19.219, -1.679)
H (13.783, -20.774, 0.933)
H (12.696, -23.231, 1.348)
H (12.119, -22.149, -2.689)
H (12.158, -24.980, -1.494)
H (10.730, -24.075, -1.804)
H (11.042, -24.808, -0.159)
Cl (12.782, -16.687, -2.902)

Results
- Net charge: +1
- Energy above the lowest of the compared OMol25 structures with the same formula, charge and spin: 0.00 kcal/mol
- Multiplicity: 1
- E_tot: -1214.35547 hartree
- E_HOMO: -9.140 eV
- Kohn-Sham gap: 7.3377 eV
- LUMO energy: -1.80 eV